Entry 1:
C12H10F2O in the gas phase in a non-equilibrium geometry. Source: the OMol25 dataset; level of theory: ωB97M-V/def2-TZVPD.

## Properties
* structure (SMILES): CCCC(=O)C#Cc1ccc(F)c(F)c1
* gap between HOMO and LUMO: 0.32844 hartree
* max |F|: 2.5 eV/Å
* relative energy (zero: lowest compared OMol25 entry of this formula, charge and spin): 2.037 eV
* HOMO: -9.282 eV

Atoms and positions in Å:
C  -2.78  1.59  -3.72
C  -2.98  0.38  -2.82
C  -1.97  0.50  -1.59
C  -0.60  -0.14  -1.84
O  -0.18  -0.49  -2.96
C  0.27  -0.23  -0.69
C  0.89  -0.33  0.36
C  1.60  -0.52  1.59
C  2.51  -1.58  1.69
C  3.18  -1.83  2.87
C  3.01  -0.93  3.95
F  3.73  -1.03  5.09
C  2.08  0.12  3.84
F  1.83  0.97  4.89
C  1.39  0.31  2.68
H  -1.77  1.60  -4.11
H  -2.99  2.52  -3.20
H  -3.40  1.49  -4.62
H  -3.97  0.38  -2.46
H  -2.80  -0.56  -3.31
H  -1.91  1.57  -1.28
H  -2.38  -0.08  -0.74
H  2.67  -2.16  0.81
H  3.88  -2.66  2.97
H  0.69  1.11  2.60

Quick look at the Mulliken charges, all values in e: C -1.165; C -0.416; C -0.633; C 0.255; O -0.574; C 0.109; C -0.283; C 0.494; C -0.650; C -0.495; C 0.433; F -0.278; C 0.395; F -0.299; C -0.544; H 0.319; H 0.319; H 0.327; H 0.358; H 0.306; H 0.320; H 0.332; H 0.494; H 0.396; H 0.482

Entry 2:
C12H10N2 in the gas phase in a non-equilibrium geometry. Source: the OMol25 dataset; level of theory: ωB97M-V/def2-TZVPD.

## Properties
* structure (SMILES): C(=C/c1ccccn1)/c1ccncc1
* gap between HOMO and LUMO: 0.34335 hartree
* max |F|: 5.6 eV/Å
* relative energy (zero: lowest compared OMol25 entry of this formula, charge and spin): 2.876 eV
* HOMO: -9.003 eV

Atoms and positions in Å:
C  -0.76  1.73  -0.33
C  0.57  1.74  -0.53
C  1.60  0.78  -0.13
C  2.26  0.80  1.03
C  3.02  -0.41  1.19
C  3.04  -1.35  0.18
C  2.55  -1.13  -1.04
N  1.89  0.10  -1.23
C  -1.60  0.58  -0.06
C  -2.99  0.85  0.24
C  -3.94  -0.21  0.30
N  -3.47  -1.44  0.12
C  -2.20  -1.64  -0.18
C  -1.19  -0.68  -0.24
H  -1.20  2.39  -0.99
H  1.04  2.59  -0.99
H  2.11  1.45  2.00
H  3.37  -0.50  2.25
H  3.54  -2.33  0.22
H  2.78  -1.72  -1.92
H  -3.34  1.91  0.20
H  -4.88  0.24  0.34
H  -2.01  -2.74  -0.09
H  -0.21  -1.02  -0.36

Quick look at the Mulliken charges, all values in e: C -0.560; C -0.383; C 0.236; C -0.389; C -0.180; C -0.421; C -0.380; N -0.427; C 1.046; C -0.636; C -0.163; N -0.657; C -0.491; C -0.010; H 0.335; H 0.371; H 0.268; H 0.297; H 0.358; H 0.428; H 0.278; H 0.379; H 0.350; H 0.353

Entry 3:
A molecular structure, C12H10N2O5Pt in a non-equilibrium geometry. Source: the OMol25 dataset; level of theory: ωB97M-V/def2-TZVPD.

## Properties
* 2S+1: 3
* gap between HOMO and LUMO (alpha / beta): 0.27100 / 0.11948 hartree
* max |F|: 7.6 eV/Å
* ⟨S²⟩: 2.018
* relative energy (zero: lowest compared OMol25 entry of this formula, charge and spin): 0.684 eV
* total charge: +2
* HOMO (alpha / beta): -15.586 / -15.096 eV

Atoms and positions in Å:
Pt  0.41  0.25  -2.02
C  -1.41  -0.47  -2.29
O  -2.50  -0.84  -2.23
C  1.02  0.56  -3.86
O  1.38  0.73  -4.95
C  1.37  -1.49  -1.86
O  2.00  -2.45  -1.85
C  -0.11  2.15  -1.74
O  -0.33  3.27  -1.64
C  5.10  2.01  -0.39
H  4.69  2.83  0.21
H  5.35  1.08  0.14
C  5.30  2.13  -1.71
H  5.72  1.32  -2.31
H  5.06  3.07  -2.24
N  -3.95  -2.37  3.15
C  -3.52  -1.06  3.11
O  -4.05  -0.19  3.79
C  -2.35  -0.79  2.20
C  -1.61  -1.81  1.58
C  -0.69  -1.48  0.58
N  -0.49  -0.21  0.22
C  -0.99  0.78  0.97
C  -1.95  0.53  1.95
H  -4.82  -2.54  3.64
H  -3.71  -3.03  2.41
H  -1.75  -2.86  1.84
H  -0.14  -2.27  0.07
H  -0.65  1.80  0.77
H  -2.40  1.37  2.47

Quick look at the Mulliken charges, all values in e: Pt 1.174; C 0.248; O -0.174; C 0.455; O -0.208; C 0.310; O -0.211; C 0.274; O -0.198; C -0.430; H 0.262; H 0.261; C -0.451; H 0.269; H 0.268; N -0.357; C 0.270; O -0.546; C 0.817; C -0.737; C -0.209; N -0.175; C -0.378; C -0.592; H 0.272; H 0.187; H 0.443; H 0.252; H 0.433; H 0.471